A cluster of 2 separate species, H2O4 in total in a non-equilibrium geometry, computed with ωB97M-V/def2-TZVPD.

Cartesian coordinates (Å):
O (2.97987, 0.12343, -0.15801)
O (1.78068, -0.12968, 0.10642)
O (-1.15370, 0.72442, -0.11184)
O (-1.28168, -0.70230, -0.09539)
H (-1.99005, 0.94396, 0.32628)
H (-0.33511, -0.95984, -0.06745)

Computed properties:
* lowest unoccupied orbital energy: -2.81 eV
* E: -301.862956 a.u.